1.
Computed, not measured: a molecular structure, C29H46ClLaN4O4 at a distorted geometry, with the ωB97M-V functional and the def2-TZVPD basis.

Each line ends with the Löwdin charge.
CARTESIAN COORDINATES (ANGSTROEM)
O (-3.4761, 2.4722, -0.9232)  0.015
C (-3.4694, 1.3372, -1.3948)  -0.186
C (-3.8880, 0.0499, -0.7645)  -0.192
C (-3.5312, -0.3416, 0.5462)  -0.038
H (-2.6157, 0.0634, 0.9854)  0.109
C (-4.3559, -1.2703, 1.2118)  -0.067
H (-4.1575, -1.5056, 2.2679)  0.115
C (-5.4123, -1.8650, 0.5031)  -0.086
H (-6.0828, -2.5306, 1.0571)  0.103
C (-5.5832, -1.6868, -0.8825)  -0.067
H (-6.3632, -2.2195, -1.4399)  0.108
C (-4.7312, -0.7766, -1.5274)  -0.036
H (-4.7063, -0.7009, -2.6165)  0.120
H (-3.0084, 1.1286, -2.3709)  0.110
C (-0.5016, 0.2684, -3.5684)  -0.191
C (-0.4235, -0.5198, -2.3068)  -0.588
H (-1.1696, -0.1460, -4.3471)  0.077
H (0.4978, 0.3877, -4.0286)  0.067
H (-0.8513, 1.2827, -3.3168)  0.035
C (-1.0185, -1.6641, -1.9919)  -0.254
C (-0.7160, -2.7903, -2.9469)  -0.126
H (-1.6670, -1.8500, -1.1316)  0.063
H (-1.5526, -3.4574, -3.1593)  0.061
H (0.1590, -3.3658, -2.6097)  0.045
H (-0.3791, -2.3239, -3.8831)  0.070
La (1.0208, 0.2835, -0.7864)  1.749
Cl (2.5295, -1.7733, -1.8939)  -0.164
C (3.8983, -0.1648, 0.5555)  -0.335
O (3.2214, 0.8688, 0.2368)  -0.241
N (5.1890, -0.1021, 0.8755)  -0.163
C (5.8568, 1.1817, 0.7114)  -0.027
C (5.9590, -1.2690, 1.3066)  -0.027
H (3.4003, -1.1402, 0.5229)  0.065
H (5.0778, 1.9015, 0.4577)  0.082
H (6.6019, 1.1313, -0.0907)  0.096
H (6.3628, 1.4755, 1.6339)  0.091
H (5.2681, -2.1041, 1.4597)  0.095
H (6.4850, -1.0506, 2.2485)  0.092
H (6.7108, -1.5546, 0.5535)  0.095
H (-3.2285, 3.5677, 2.8827)  0.091
H (-1.4054, 2.6782, 4.2656)  0.093
C (-2.9959, 2.7117, 2.2364)  -0.047
C (-0.8961, 2.1401, 3.4560)  -0.016
N (-1.5619, 2.4728, 2.1968)  -0.162
H (-3.3670, 2.8943, 1.2265)  0.064
C (-0.8984, 2.6111, 1.0467)  -0.272
O (0.0778, 1.9087, 0.7086)  -0.193
H (0.1572, 2.4315, 3.4373)  0.095
H (-1.2844, 3.3807, 0.3661)  0.133
H (-3.5019, 1.8240, 2.6396)  0.096
H (-0.9732, 1.0652, 3.6656)  0.094
H (2.8894, 4.7362, -3.8332)  0.102
H (0.7720, 6.3070, -3.1229)  0.098
C (2.0997, 4.0120, -4.0657)  -0.007
C (0.1748, 5.4151, -3.3531)  -0.029
N (0.9656, 4.2085, -3.1703)  -0.169
H (2.4818, 2.9937, -3.9653)  0.097
C (0.6841, 3.3481, -2.2124)  -0.231
O (1.3604, 2.2654, -2.0602)  -0.222
H (-0.6980, 5.3776, -2.6941)  0.094
H (-0.1664, 3.5765, -1.5606)  0.134
H (1.7655, 4.1997, -5.0898)  0.096
H (-0.1508, 5.4837, -4.3980)  0.097
C (-0.8048, -4.5882, -0.1403)  -0.116
N (-0.0355, -3.5032, 0.4353)  -0.259
C (1.3112, -3.8912, 0.8049)  -0.107
C (-0.7949, -2.6851, 1.3652)  -0.200
C (0.0510, -1.8356, 2.2760)  -0.295
C (0.2179, -2.2556, 3.6161)  -0.065
C (1.0766, -1.5558, 4.4602)  -0.119
C (1.6928, -0.3958, 4.0026)  -0.114
C (1.4521, 0.0404, 2.6824)  -0.221
C (0.6867, -0.7053, 1.8226)  -0.201
H (-0.2247, -5.0456, -0.9524)  0.079
H (-1.7523, -4.2061, -0.5466)  0.079
H (-1.0344, -5.3719, 0.6088)  0.083
H (1.6889, -4.5492, 0.0095)  0.081
H (1.9709, -3.0143, 0.8523)  0.045
H (1.3457, -4.4308, 1.7714)  0.086
H (-1.4609, -2.0420, 0.7647)  0.070
H (-1.4663, -3.3326, 1.9646)  0.114
H (-0.3030, -3.1549, 3.9521)  0.100
H (1.2590, -1.9171, 5.4732)  0.091
H (2.3560, 0.1814, 4.6498)  0.089
H (1.8899, 0.9894, 2.3719)  0.069

E_LUMO   0.06 eV
E   -58348.816 eV
Net charge   0
HOMO level   -5.529 eV
HOMO-LUMO gap   5.59 eV


2.
Computed, not measured: a molecular structure, C4H17N2O4 at a distorted geometry, with the ωB97M-V functional and the def2-TZVPD basis.

Each line ends with the Löwdin charge.
CARTESIAN COORDINATES (ANGSTROEM)
C (-0.7926, 0.4269, -0.9592)  -0.224
N (0.2276, 0.2948, -1.9947)  -0.054
C (1.3241, -0.6161, -1.7451)  -0.415
O (2.0131, -0.4499, -0.5682)  -0.205
C (-1.5788, -0.8385, -0.6695)  -0.459
C (-2.8070, -0.4801, 0.1616)  -0.085
N (-0.8493, -1.8697, 0.0544)  0.044
H (-1.4719, 1.2101, -1.2885)  0.106
H (-0.3784, 0.7708, -0.0018)  0.109
H (0.6163, 1.2097, -2.2138)  0.090
H (1.9908, -0.5101, -2.6167)  0.103
H (0.8995, -1.6247, -1.7887)  0.085
H (-1.9133, -1.2480, -1.6291)  0.129
H (-2.5721, -0.2787, 1.1994)  0.071
H (-3.3323, 0.4099, -0.2249)  0.070
H (-3.5286, -1.3060, 0.1254)  0.068
H (0.0446, -2.0302, -0.3958)  0.030
H (-0.6088, -1.5355, 0.9848)  0.039
H (1.4284, 1.9113, 1.5255)  -0.021
H (1.7309, 1.8299, 3.0901)  0.027
O (1.0161, 1.7950, 2.4473)  -0.139
H (0.6482, -0.0730, 2.7233)  -0.002
H (1.3159, -0.9711, 1.7202)  0.018
O (0.8412, -1.0217, 2.5725)  -0.110
H (1.5371, 2.4183, -0.4121)  -0.011
H (2.0726, 0.7005, -0.2195)  -0.007
O (2.1264, 1.8760, 0.1232)  -0.257

E_LUMO   3.77 eV
Energy above the lowest of the compared OMol25 structures with the same formula, charge and spin   0.0 kcal per mole
E   -15595.543 eV
Net charge   -1
HOMO level   -4.974 eV
HOMO-LUMO gap   8.75 eV